Density functional theory data (the ωB97M-V functional and the def2-TZVPD basis) for a single C2H2O2S molecule at a distorted geometry.

ORCA input file:
```
! RIJCOSX wB97M-V def2-TZVPD def2/J DEFGRID3
* xyz 0 1
O -1.21121 0.95488 1.61833
C -0.34530 0.90156 0.74946
C -0.26770 -0.33014 -0.05469
O -0.71519 -1.41560 0.20817
S 0.99039 -0.24813 -1.38722
H 0.49193 1.70870 0.44156
H 1.05708 -1.57126 -1.57562
*
```

Properties
Energy relative to the best compared isomer or geometry (same formula, charge and spin) in kcal per mole: 19.72
Total energy in eV: -17035.16948
HOMO-LUMO gap in eV: 8.982
E_LUMO in eV: -1.33
SMILES: O=CC(=O)S
HOMO level in Eh: -0.379